No. 1
ORCA calculation (wB97M-V/def2-TZVPD) on a structure of composition C40H37IN7O6OsS at a distorted geometry.

```
! wB97M-V def2-TZVPD RIJCOSX def2/J DEFGRID3
* xyz -1 1
Os 0.11 0.12 0.84
I -1.61 -2.13 3.04
S 6.55 -5.71 4.47
O 6.66 -6.79 5.42
O 2.23 0.04 -0.22
O 1.88 -2.69 -3.41
O 7.55 -5.70 3.41
O 6.26 -4.41 5.05
O -2.31 1.36 0.06
N 0.89 -0.99 -1.76
N 4.77 -7.38 3.26
N 1.16 -1.77 1.14
N -1.11 1.59 0.88
N -0.03 -0.04 -1.26
N 4.36 -5.06 3.05
N 0.32 0.13 3.00
C 0.63 -1.34 4.87
C 1.76 0.76 4.81
C 0.63 3.71 -0.85
C -1.65 2.48 -3.34
C 2.06 -0.78 -1.18
C -2.79 1.14 4.14
C 5.23 -3.44 -2.24
C -3.08 3.28 -1.12
C 3.00 -2.84 2.24
C -1.32 2.79 1.63
C -3.43 1.82 2.91
C 1.42 -4.14 1.03
C 4.06 -3.47 -2.97
C 3.01 -2.59 -2.68
C 5.05 -6.09 3.51
C -3.98 0.77 1.95
C 5.40 -2.52 -1.21
C 2.89 -6.60 2.01
C -1.81 5.19 3.00
C -2.30 2.13 -1.07
C -1.55 1.72 -2.17
C 0.76 -2.97 0.71
C 4.37 -1.64 -0.93
C -3.14 4.03 -2.29
C 1.56 -0.47 5.42
C -2.46 2.91 2.45
C 2.09 3.25 1.12
C 0.02 -0.98 3.69
C 3.69 -7.61 2.52
C -0.62 0.60 -2.21
C 2.55 -4.09 1.85
C 3.16 -1.67 -1.63
C -2.69 4.13 3.09
C 1.12 1.02 3.62
C -0.40 3.87 1.51
C -2.43 3.62 -3.40
C 2.30 -1.72 1.86
C 3.29 -5.30 2.31
C -0.67 5.04 2.24
C 0.85 4.00 0.63
H -0.33 4.09 -1.20
H 0.39 -2.28 5.34
H -0.11 -2.98 0.07
H 3.91 -4.19 -3.77
H -3.64 3.56 -0.23
H -3.23 0.04 1.65
H 1.21 -2.11 -2.99
H -1.08 2.16 -4.21
H -2.01 6.12 3.52
H -4.30 2.36 3.28
H -1.77 0.82 3.91
H 6.32 -2.49 -0.64
H 4.47 -0.91 -0.14
H 6.02 -4.15 -2.47
H -3.58 4.23 3.71
H -2.74 1.82 4.99
H 1.43 4.18 -1.43
H 3.89 -2.76 2.84
H 3.46 -8.65 2.32
H 1.10 5.06 0.71
H 2.41 1.51 5.25
H 2.11 -0.74 6.31
H 1.95 2.18 1.08
H 1.25 1.96 3.10
H -2.48 4.19 -4.32
H 0.03 5.86 2.17
H -4.40 1.21 1.06
H 0.68 2.64 -1.03
H 2.93 3.49 0.47
H 1.05 -5.08 0.64
H 2.64 -0.73 2.12
H -0.31 0.29 -3.21
H 2.36 3.55 2.14
H 2.02 -6.82 1.42
H -3.36 0.26 4.44
H -4.78 0.23 2.48
H -3.75 4.92 -2.32
*
```

E_HOMO (alpha / beta) (hartree): -0.1869 / -0.1920
Relative energy (zero: lowest compared OMol25 entry of this formula, charge and spin) (kJ/mol): 291.3
Frontier orbital gap (alpha / beta) (eV): 6.464 / 6.589

No. 2
ORCA calculation (wB97M-V/def2-TZVPD) on a structure of composition C31H32CeN8O2S3Si at a distorted geometry.

```
! wB97M-V def2-TZVPD RIJCOSX def2/J DEFGRID3
* xyz -1 2
Ce 0.30 -0.12 -0.26
S -1.95 -1.88 -0.77
S 2.00 -0.71 2.22
S 0.85 -2.98 -0.68
Si 3.35 0.50 -1.02
O -1.40 0.24 1.55
O -1.44 1.39 -0.67
N -0.22 -1.72 3.39
N -3.86 -4.66 0.48
N 0.70 2.47 0.90
N 0.23 -6.36 0.55
N 1.27 7.29 2.87
N 1.27 -3.25 2.75
N 0.12 0.24 -2.89
N -1.42 3.66 -5.88
C 0.17 3.56 0.35
C 2.48 -3.95 2.29
C -0.41 1.32 -3.41
C -2.72 1.44 -0.49
C 0.55 -0.77 -3.72
C -0.96 -2.94 3.25
C 0.44 -0.71 -5.10
C -0.86 -3.19 -0.48
C 0.29 4.83 0.87
C 1.35 2.56 2.06
C 4.61 0.70 0.40
C -3.37 -0.49 2.77
C 1.60 3.76 2.69
C -0.56 1.48 -4.78
C -0.47 -5.49 0.29
C -2.65 0.19 1.63
C 4.18 -0.95 -2.11
C 3.81 1.98 -2.16
C 1.08 4.90 2.02
C 0.15 -4.00 3.37
C -3.39 0.82 0.56
C -1.07 2.72 -5.27
C -1.37 -4.43 -0.04
C -2.74 -4.60 0.17
C 1.00 -1.97 2.79
C 1.25 6.20 2.52
C -0.15 0.46 -5.62
C -5.58 1.44 -0.24
C -4.78 0.79 0.68
C -4.98 2.05 -1.36
C -3.59 2.05 -1.45
H 0.91 -1.69 -3.20
H -1.67 -3.05 4.11
H 3.79 2.93 -1.57
H 3.06 2.15 -2.95
H 2.21 -4.84 1.74
H -0.34 0.56 -6.69
H 4.20 -1.86 -1.54
H 0.73 -1.58 -5.71
H -0.43 3.40 -0.52
H 2.12 3.84 3.60
H 4.30 1.36 1.23
H -0.75 2.02 -2.70
H -5.55 2.52 -2.17
H -5.26 0.43 1.56
H 5.27 -0.72 -2.37
H 4.78 2.03 -2.68
H -6.69 1.47 -0.18
H -2.74 -1.34 3.00
H 4.93 -0.22 0.83
H 3.15 -4.16 3.12
H -0.65 -0.86 3.06
H 5.49 1.12 -0.14
H 1.69 1.62 2.54
H 3.61 -1.25 -3.07
H 0.00 -4.97 2.84
H -0.26 5.69 0.48
H 0.27 -4.22 4.44
H -4.35 -0.86 2.49
H -3.05 2.59 -2.21
H 3.05 -3.25 1.70
H -1.50 -2.95 2.33
H -3.37 0.20 3.64
*
```

E_HOMO (alpha / beta) (hartree): -0.1517 / -0.1511
<S²>: 0.7509
Relative energy (zero: lowest compared OMol25 entry of this formula, charge and spin) (kJ/mol): 73.7
Frontier orbital gap (alpha / beta) (eV): 5.564 / 5.547

No. 3
ORCA calculation (wB97M-V/def2-TZVPD) on a cluster of 12 separate species, C36H102N6O18 in total at a distorted geometry.

```
! wB97M-V def2-TZVPD RIJCOSX def2/J DEFGRID3
* xyz 0 1
O -26.15 -0.03 7.36
O -23.10 -0.61 3.53
O -25.28 -6.51 6.59
O -22.76 1.11 11.09
O -21.36 -0.48 6.73
O -28.50 -2.24 12.07
O -18.74 -0.65 8.07
O -30.63 2.43 9.26
O -25.97 -3.63 13.81
O -21.53 -4.33 11.85
O -21.37 2.29 5.87
O -24.69 1.34 13.24
O -28.39 3.93 12.53
O -26.26 -0.86 13.33
O -25.55 3.28 5.29
O -25.35 1.33 9.89
O -25.41 0.29 4.62
O -22.30 -1.64 10.84
N -27.11 2.73 8.07
N -24.98 -2.54 4.81
N -23.77 2.11 7.40
N -24.13 -4.00 10.61
N -26.26 5.81 12.53
N -25.49 -3.84 7.41
C -21.11 -0.47 8.12
C -20.71 -3.45 11.08
C -21.06 -2.01 11.42
C -22.48 1.52 12.40
C -19.81 0.22 8.47
C -27.82 -3.80 6.92
C -23.57 -2.78 4.45
C -29.24 2.22 9.15
C -26.67 -4.70 7.29
C -28.89 3.12 13.59
C -22.11 3.46 8.65
C -23.36 0.82 13.41
C -28.53 -0.92 12.60
C -28.54 3.04 8.06
C -26.41 -5.76 6.20
C -25.18 -7.71 5.89
C -29.15 2.92 6.69
C -26.12 1.31 3.94
C -30.94 3.63 9.95
C -23.32 -4.28 4.36
C -25.26 -0.59 8.33
C -24.86 -3.89 12.95
C -22.16 3.43 6.11
C -25.42 2.65 4.01
C -26.42 4.77 11.49
C -27.60 -0.75 13.79
C -22.96 3.34 7.42
C -20.46 2.38 4.80
C -25.69 -3.57 15.18
C -25.06 4.41 10.94
C -25.57 -0.07 9.71
C -26.08 -5.33 11.26
C -27.08 3.54 12.15
C -25.31 -4.00 11.51
C -22.67 0.13 2.40
C -23.22 -2.00 3.19
H -22.93 3.52 5.34
H -27.51 -3.12 6.13
H -28.72 2.30 10.11
H -19.61 3.04 4.97
H -24.55 0.11 4.19
H -25.19 -7.57 4.80
H -25.46 5.54 13.11
H -21.37 0.43 6.41
H -21.42 1.44 12.66
H -24.22 -0.39 8.06
H -27.08 5.76 13.12
H -25.14 3.97 9.94
H -28.26 -3.20 7.72
H -25.93 3.33 3.32
H -26.64 -0.25 9.89
H -25.06 -0.62 10.51
H -26.88 -5.37 12.00
H -21.40 4.29 8.60
H -26.98 2.67 11.48
H -25.97 -3.20 11.16
H -23.21 1.30 7.16
H -22.93 -2.39 5.25
H -19.64 0.40 9.54
H -25.29 -3.31 6.54
H -21.94 -0.01 8.69
H -29.96 3.34 13.67
H -25.98 -8.43 6.14
H -19.82 1.22 8.01
H -28.86 3.71 5.99
H -24.47 -4.86 13.25
H -24.61 -4.12 9.72
H -22.66 2.60 12.52
H -26.00 -1.80 13.36
H -23.38 -4.82 5.30
H -19.64 -3.65 11.11
H -24.24 -8.22 6.08
H -25.40 -1.68 8.30
H -20.06 1.41 4.50
H -24.15 -3.06 13.10
H -27.70 0.21 14.30
H -22.21 -2.32 2.91
H -30.64 4.52 9.40
H -25.17 -2.62 15.40
H -22.23 1.06 2.74
H -24.97 -4.30 15.55
H -27.13 1.37 4.35
H -30.42 3.65 10.91
H -20.91 -3.71 10.03
H -28.97 1.94 6.24
H -28.57 4.10 8.36
H -26.87 -5.15 8.27
H -26.19 -5.26 5.25
H -24.51 3.69 11.55
H -23.73 -3.07 10.49
H -23.32 -0.27 13.31
H -24.37 2.54 3.74
H -21.11 -1.53 8.38
H -23.67 4.18 7.38
H -25.57 -2.67 4.00
H -26.89 1.75 7.87
H -26.47 3.23 13.00
H -28.30 -0.17 11.83
H -21.00 2.79 3.93
H -26.60 -3.66 15.78
H -28.84 2.06 13.33
H -25.13 -1.57 5.07
H -25.40 -6.15 11.46
H -27.74 -1.55 14.52
H -25.32 0.59 13.36
H -29.58 -0.68 12.79
H -25.95 1.89 9.35
H -17.96 -0.08 7.97
H -22.68 3.46 9.58
H -23.72 1.27 10.97
H -26.73 3.10 7.19
H -27.03 5.16 10.68
H -28.36 3.32 14.52
H -24.97 2.75 5.87
H -20.30 -1.35 10.98
H -21.53 4.32 6.18
H -27.29 -6.40 6.09
H -29.11 1.15 8.96
H -23.46 0.30 1.67
H -22.33 -4.50 3.95
H -24.69 -4.46 7.49
H -28.92 -2.81 12.71
H -24.40 5.25 10.74
H -23.83 -2.17 2.30
H -26.46 -5.38 10.25
H -30.25 2.97 6.71
H -25.75 -0.18 6.49
H -24.01 -4.76 3.66
H -26.29 1.11 2.87
H -22.47 -0.70 11.03
H -23.15 1.10 14.45
H -20.99 -1.92 12.50
H -22.46 -4.19 11.59
H -32.00 3.63 10.20
H -28.64 -4.39 6.49
H -21.47 2.57 8.71
H -24.12 2.01 8.35
H -21.83 -0.37 1.90
*
```

E_HOMO (hartree): -0.3151
Relative energy (zero: lowest compared OMol25 entry of this formula, charge and spin) (kJ/mol): 0.0
Frontier orbital gap (eV): 9.014

No. 4
ORCA calculation (wB97M-V/def2-TZVPD) on an isolated molecule of C17H19N3O5S2 at a distorted geometry.

```
! wB97M-V def2-TZVPD RIJCOSX def2/J DEFGRID3
* xyz 0 1
S -2.99 2.06 -2.92
S -3.81 -0.02 1.87
O -0.77 2.28 0.77
O 3.31 -1.02 -1.94
O 0.58 -2.36 -0.14
O 4.22 1.81 1.77
O -0.64 -3.95 0.88
N -3.09 1.12 -0.48
N -0.95 1.50 -1.36
N -1.58 -0.32 0.62
C 1.63 0.35 -1.10
C 4.63 -1.52 -1.91
C -2.71 0.30 0.54
C 3.82 2.78 2.72
C -2.60 -1.05 2.54
C -0.25 1.73 -0.17
C -0.13 -2.86 0.86
C 2.95 -0.09 -1.02
C 2.00 1.81 0.80
C 1.16 1.29 -0.19
C 0.64 -3.13 -1.35
C -0.24 -1.85 1.99
C 3.79 0.43 -0.05
C -0.63 -2.97 -2.17
C -1.49 -1.07 1.75
C 3.31 1.38 0.87
C -2.30 1.55 -1.52
H 0.62 -1.17 1.95
H 5.37 -0.72 -2.07
H 4.70 2.98 3.33
H 4.69 -2.24 -2.72
H -1.47 -3.40 -1.64
H -4.07 1.35 -0.56
H 3.50 3.71 2.23
H 3.02 2.41 3.36
H -0.41 1.51 -2.22
H 4.84 -2.02 -0.96
H -0.51 -3.47 -3.13
H 4.82 0.12 0.05
H 0.99 -0.09 -1.85
H -2.77 -1.56 3.46
H 0.80 -4.18 -1.10
H 1.51 -2.73 -1.88
H -0.84 -1.91 -2.34
H 1.58 2.52 1.48
H -0.29 -2.36 2.95
*
```

E_HOMO (hartree): -0.3060
Relative energy (zero: lowest compared OMol25 entry of this formula, charge and spin) (kJ/mol): 14.8
Frontier orbital gap (eV): 8.082